Entry 1:
Entry from the OMol25 dataset: a gas-phase ion, C2HN4S (charge -1) (the ωB97M-V functional and the def2-TZVPD basis).

XYZ file:
```
8
Properties=species:S:1:pos:R:3:forces:R:3
C 0.045670 -0.133707 -0.034662 -2.8 5.1 -0.4
C 1.411952 0.057668 0.005251 0.3 -2.7 -0.2
N -0.972433 1.263065 -0.112126 2.7 -3.4 0.3
N -0.849427 -1.085074 0.045546 2.9 -1.2 0.4
N -2.075471 0.693558 -0.013717 -0.1 1.9 -0.1
N -2.015667 -0.642415 0.097904 -3.0 -1.2 -0.1
S 2.562165 -1.125864 0.072595 0.3 -0.6 0.1
H 1.893211 0.972771 -0.060789 -0.3 2.3 -0.1
```
Positions in Å, forces in eV/Å.

Results
- HOMO energy (eV) = -4.3
- net charge = -1
- Kohn-Sham gap (eV) = 7.6
- SMILES string = [S-]C=C1N=NN=N1
- ΔE to the lowest compared entry with this formula, charge and spin (kJ/mol) = 123.1
- spin multiplicity = 1

---

Entry 2:
Entry from the OMol25 dataset: 3 unconnected molecules or ions with the total composition CH6N2OS2 (the ωB97M-V functional and the def2-TZVPD basis).

XYZ file:
```
12
Properties=species:S:1:pos:R:3:forces:R:3
C -3.872998 1.908973 -0.784180 1.1 -1.7 -1.7
N 3.892813 -2.146921 0.922245 -0.5 -1.6 -0.6
N -4.321024 2.265347 0.323182 -1.1 1.7 -0.3
O 2.415754 0.090312 -1.151874 0.8 0.4 -0.4
S -0.151149 0.339120 0.188405 2.2 -1.5 -0.9
S 1.419943 -0.691951 -0.477477 -3.0 1.1 1.3
H -3.521409 0.830219 -0.918844 -0.6 1.2 -0.3
H -3.766909 2.571388 -1.705859 0.1 -0.5 1.6
H 4.260168 -1.681900 0.097554 0.2 -0.1 0.5
H 3.939537 -3.202863 0.788995 0.2 2.2 0.7
H 4.239459 -1.772867 1.804167 0.1 -0.5 -0.6
H -4.534185 1.491143 0.913684 0.5 -0.7 0.8
```
Positions in Å, forces in eV/Å.

Results
- HOMO energy (eV) = -9.8
- net charge = 0
- Kohn-Sham gap (eV) = 8.0
- ΔE to the lowest compared entry with this formula, charge and spin (kJ/mol) = 289.9
- spin multiplicity = 1

---

Entry 3:
Entry from the OMol25 dataset: a molecular structure, C3H6N2O2S (the ωB97M-V functional and the def2-TZVPD basis).

XYZ file:
```
14
Properties=species:S:1:pos:R:3:forces:R:3
C -0.890576 -0.340461 0.499693 0.6 1.7 0.0
C 2.144954 -1.106396 -1.199295 -0.7 -0.9 -0.3
C -1.733620 0.956678 0.526203 -0.6 -2.6 0.7
N -1.293092 -1.441992 0.141768 -4.0 -2.7 -0.9
N 0.507439 -0.278359 0.626544 0.3 2.4 2.0
O 2.244758 -1.972888 1.317670 0.8 -0.8 1.0
O -0.646086 -2.528719 -0.003355 1.7 0.8 0.2
S 1.409435 -1.607147 0.221458 -0.3 0.9 -0.8
H 2.835761 -1.799369 -1.692617 0.0 0.1 0.5
H 1.269410 -0.941029 -1.834535 0.2 0.6 -0.2
H -2.233811 1.131662 1.511189 0.1 -0.4 -1.0
H -2.401259 1.004453 -0.360256 0.4 0.0 0.9
H -0.955805 1.620978 0.463406 1.4 2.5 -0.5
H 0.810804 0.348653 1.436453 0.1 -1.6 -1.7
```
Positions in Å, forces in eV/Å.

Results
- HOMO energy (alpha / beta) (eV) = -8.5 / -8.8
- net charge = 0
- Kohn-Sham gap (alpha / beta) (eV) = 7.7 / 7.7
- ΔE to the lowest compared entry with this formula, charge and spin (kJ/mol) = 727.7
- spin multiplicity = 1